No. 1
Formula: C35H61F3O16SY
Source: the OMol25 dataset
Level of theory: ωB97M-V/def2-TZVPD

* E_HOMO: -10.98 eV
* E_LUMO: -5.146 eV
* energy relative to the best compared isomer or geometry (same formula, charge and spin): 228.6 kJ/mol
* charge: +1
* orbital gap: 5.84 eV

Geometry (Å):
Y1 1.043 2.623 -3.491
C1 5.145 0.842 -2.129
C2 4.582 2.199 -2.530
O1 3.196 2.420 -2.360
H1 5.169 0.681 -1.051
H2 6.102 0.775 -2.646
H3 4.602 0.034 -2.619
H4 4.978 2.589 -3.468
H5 5.060 2.921 -1.868
C3 1.604 -0.966 -0.484
F1 2.459 -0.590 0.474
F2 2.207 -1.117 -1.717
F3 0.991 -2.122 -0.209
S1 0.135 0.352 -0.679
O2 -1.078 -0.446 -1.052
O3 0.016 1.085 0.581
O4 0.540 1.257 -1.779
C4 -2.870 -4.139 0.468
C5 -3.948 -4.898 -0.354
C6 -3.360 -6.241 -0.454
O5 -1.937 -6.051 -0.390
C7 -1.603 -4.955 0.463
H6 -3.284 -3.935 1.455
H7 -2.683 -3.166 0.013
H8 -4.185 -4.415 -1.302
H9 -4.888 -4.818 0.192
H10 -3.650 -6.608 -1.439
H11 -3.676 -6.889 0.363
H12 -0.718 -4.515 0.004
H13 -1.448 -5.132 1.527
C8 -2.556 -1.345 4.369
C9 -1.972 -1.172 3.015
C10 -2.181 0.331 2.701
O6 -3.304 0.737 3.548
C11 -3.073 0.102 4.846
H14 -1.911 -1.883 5.064
H15 -3.410 -1.992 4.170
H16 -2.407 -1.832 2.265
H17 -0.948 -1.535 2.925
H18 -2.158 0.583 1.641
H19 -1.284 0.917 2.902
H20 -3.966 0.038 5.467
H21 -2.265 0.601 5.381
C12 -5.553 2.218 -0.912
C13 -4.365 1.375 -0.606
C14 -4.108 0.549 -1.772
O7 -5.103 0.975 -2.756
C15 -5.454 2.296 -2.444
H22 -5.471 3.193 -0.432
H23 -6.382 1.611 -0.548
H24 -4.376 0.780 0.307
H25 -3.529 2.052 -0.425
H26 -4.247 -0.456 -1.373
H27 -3.101 0.666 -2.172
H28 -6.460 2.458 -2.831
H29 -4.690 3.061 -2.584
C16 2.997 3.418 1.910
C17 3.296 3.610 3.366
C18 4.860 3.579 3.366
O8 5.146 2.657 2.311
C19 4.106 2.631 1.345
H30 3.014 4.363 1.367
H31 2.035 2.938 1.732
H32 2.902 2.800 3.980
H33 3.008 4.547 3.843
H34 5.151 3.179 4.338
H35 5.308 4.565 3.246
H36 3.875 1.566 1.327
H37 4.411 3.025 0.375
O9 0.687 -0.963 5.453
C20 1.845 -0.561 5.217
O10 2.660 -0.133 6.135
C21 3.906 0.276 5.617
C22 3.972 -0.694 4.454
C23 2.550 -0.708 3.945
H38 4.659 0.127 6.390
H39 4.036 1.274 5.199
H40 4.206 -1.704 4.789
H41 4.668 -0.423 3.660
H42 2.254 -1.642 3.468
H43 2.178 0.118 3.338
O11 3.891 -3.867 -5.470
C24 3.209 -4.003 -4.440
O12 1.879 -4.024 -4.522
C25 1.310 -3.916 -3.185
C26 2.487 -4.293 -2.244
C27 3.677 -4.143 -3.036
H44 0.529 -4.650 -2.986
H45 0.876 -2.951 -2.924
H46 2.420 -5.357 -2.015
H47 2.492 -3.814 -1.265
H48 4.262 -5.062 -2.996
H49 4.279 -3.262 -2.813
O13 0.492 4.089 -1.568
C28 -0.092 4.809 -0.806
O14 -0.328 6.132 -1.116
C29 -1.232 6.718 -0.203
C30 -0.956 5.837 1.093
C31 -0.796 4.449 0.527
H50 -2.217 6.524 -0.625
H51 -0.956 7.761 -0.047
H52 -1.836 5.885 1.734
H53 -0.029 6.073 1.616
H54 -1.732 3.927 0.325
H55 -0.137 3.723 1.003
O15 -0.734 1.057 -4.234
C32 -1.322 0.002 -4.579
O16 -2.549 0.055 -5.186
C33 -3.257 -1.230 -5.154
C34 -2.091 -2.203 -4.964
C35 -0.868 -1.447 -4.449
H56 -3.741 -1.407 -6.115
H57 -3.913 -1.387 -4.298
H58 -1.901 -2.746 -5.890
H59 -2.382 -2.979 -4.256
H60 0.027 -1.774 -4.977
H61 -0.718 -1.473 -3.369



No. 2
Formula: C35H61NO27
Source: the OMol25 dataset
Level of theory: ωB97M-V/def2-TZVPD

* E_HOMO: -9.89 eV
* E_LUMO: 0.051 eV
* energy relative to the best compared isomer or geometry (same formula, charge and spin): 339.9 kJ/mol
* charge: 0
* orbital gap: 9.94 eV

Geometry (Å):
C1 -3.587 4.326 3.695
C2 -3.419 4.695 2.172
C3 -4.074 3.732 1.224
O1 -5.262 4.430 0.912
C4 -5.122 5.698 1.076
O2 -5.805 6.561 0.688
O3 -4.037 5.873 1.772
H1 -2.596 3.961 4.249
H2 -4.446 3.719 3.834
H3 -3.997 5.239 4.115
H4 -2.341 4.777 2.024
H5 -4.405 2.761 1.632
H6 -3.447 3.728 0.344
C5 2.106 -0.211 0.183
C6 1.427 1.066 -0.321
C7 2.498 2.143 -0.610
O4 2.378 2.379 -1.947
C8 1.421 1.670 -2.438
O5 1.138 1.470 -3.603
O6 0.881 0.956 -1.607
H7 2.876 -0.473 -0.520
H8 1.315 -0.846 0.341
H9 2.574 0.055 1.151
H10 0.664 1.359 0.414
H11 3.457 1.677 -0.437
H12 2.410 2.984 0.093
C9 2.278 -0.893 -9.820
C10 2.246 -0.140 -8.514
C11 1.252 1.077 -8.389
O7 0.341 0.662 -7.342
C12 0.648 -0.391 -6.821
O8 -0.036 -0.984 -5.941
O9 1.773 -0.953 -7.419
H13 2.876 -1.712 -9.606
H14 2.863 -0.380 -10.578
H15 1.346 -1.170 -10.183
H16 3.201 0.141 -8.103
H17 0.751 1.227 -9.315
H18 1.854 2.070 -8.362
C13 2.893 1.539 4.144
C14 1.591 1.714 4.945
C15 1.081 3.130 5.063
O10 -0.080 3.177 4.126
C16 -0.239 2.040 3.627
O11 -1.141 1.797 2.788
O12 0.494 1.147 4.184
H19 2.746 1.955 3.136
H20 3.157 0.512 4.007
H21 3.752 2.010 4.496
H22 1.862 1.324 5.913
H23 1.861 3.846 4.754
H24 0.785 3.445 6.050
C17 -0.616 -2.049 -2.749
O13 -1.695 -1.437 -2.179
C18 -1.724 -1.153 -0.924
O14 -0.798 -1.553 0.001
O15 -2.763 -0.559 -0.547
C19 -2.723 0.196 0.640
H25 -0.696 -2.117 -3.819
H26 -0.577 -3.117 -2.440
H27 0.314 -1.471 -2.510
H28 -2.234 1.129 0.589
H29 -2.212 -0.428 1.372
H30 -3.696 0.509 0.920
C20 2.629 -1.400 -3.817
O16 2.201 -2.641 -3.559
C21 2.957 -3.592 -2.991
O17 4.360 -3.457 -2.866
O18 2.317 -4.699 -2.691
C22 2.979 -5.927 -2.385
H31 1.854 -1.044 -4.482
H32 3.422 -1.554 -4.521
H33 2.891 -0.864 -2.867
H34 3.776 -5.873 -3.159
H35 2.389 -6.899 -2.554
H36 3.407 -5.853 -1.350
C23 -0.084 -2.162 3.109
O19 0.385 -3.483 3.181
C24 0.064 -4.267 4.110
O20 -0.921 -3.978 5.024
O21 0.681 -5.526 4.117
C25 0.397 -6.436 5.172
H37 -0.211 -1.700 4.163
H38 -1.128 -2.150 2.708
H39 0.614 -1.578 2.492
H40 -0.645 -6.436 5.203
H41 0.799 -6.070 6.104
H42 0.956 -7.376 5.101
C26 5.730 -2.325 2.600
O22 4.865 -2.182 1.483
C27 3.811 -3.034 1.384
O23 3.353 -3.781 2.477
O24 3.035 -2.934 0.335
C28 1.671 -3.409 0.317
H43 5.083 -1.700 3.270
H44 6.675 -1.929 2.312
H45 5.838 -3.335 3.029
H46 1.001 -2.938 1.032
H47 1.600 -4.382 0.578
H48 1.439 -3.279 -0.750
C29 -4.414 2.705 7.322
O25 -4.662 1.545 6.623
C30 -3.798 1.104 5.780
O26 -2.553 1.644 5.578
O27 -4.242 0.204 4.887
C31 -3.387 -0.227 3.809
H49 -5.343 3.119 7.425
H50 -3.705 3.369 6.886
H51 -4.150 2.529 8.369
H52 -2.475 -0.760 4.157
H53 -3.069 0.656 3.193
H54 -3.847 -1.048 3.292
C32 -2.726 2.185 -3.067
C33 -2.186 1.463 -4.231
C34 -1.583 2.494 -5.184
C35 -2.679 3.378 -5.770
N1 -3.466 4.044 -6.279
H55 -2.006 2.987 -2.768
H56 -3.000 1.515 -2.287
H57 -3.722 2.543 -3.405
H58 -2.944 0.861 -4.688
H59 -1.496 0.776 -3.812
H60 -1.044 1.900 -5.902
H61 -1.032 3.337 -4.867



No. 3
Formula: C35H62N2O8S
Source: the OMol25 dataset
Level of theory: ωB97M-V/def2-TZVPD

* E_HOMO: -8.86 eV
* E_LUMO: -0.516 eV
* charge: 0
* orbital gap: 8.34 eV

Geometry (Å):
C1 4.907 1.301 3.112
C2 5.500 0.603 1.880
C3 5.424 1.492 0.641
C4 4.101 1.542 -0.076
C5 2.938 0.971 0.344
C6 1.711 1.014 -0.377
C7 0.505 0.296 0.157
C8 0.313 0.342 1.669
C9 -0.708 -0.721 2.063
C10 -1.100 -0.620 3.502
O1 -0.501 0.036 4.304
O2 -2.186 -1.324 3.820
C11 1.669 1.692 -1.563
C12 2.848 2.307 -2.039
N1 2.952 2.986 -3.199
S1 4.482 3.451 -3.301
N2 5.072 2.848 -1.947
C13 4.054 2.231 -1.324
O3 4.947 -0.665 1.583
C14 4.732 -1.490 2.699
C15 4.302 -2.865 2.232
C16 3.596 -3.677 3.112
C17 3.174 -4.928 2.691
C18 3.437 -5.373 1.407
C19 4.148 -4.560 0.540
C20 4.581 -3.303 0.948
H1 5.251 0.868 4.045
H2 5.257 2.329 3.102
H3 3.824 1.355 3.094
H4 6.566 0.464 2.092
H5 5.712 2.502 0.912
H6 6.175 1.150 -0.069
H7 2.953 0.424 1.266
H8 0.630 -0.756 -0.120
H9 -0.393 0.621 -0.358
H10 -0.094 1.296 1.987
H11 1.221 0.112 2.210
H12 -0.351 -1.729 1.856
H13 -1.621 -0.606 1.477
H14 -2.248 -1.383 4.783
H15 0.738 1.722 -2.110
H16 5.628 -1.554 3.320
H17 3.920 -1.112 3.324
H18 3.379 -3.332 4.109
H19 2.616 -5.541 3.383
H20 3.104 -6.333 1.049
H21 4.367 -4.874 -0.468
H22 5.114 -2.678 0.254
C21 -3.341 -5.823 4.530
C22 -3.647 -5.578 3.060
C23 -4.114 -4.152 2.822
O4 -4.637 -6.496 2.600
H23 -4.239 -5.671 5.136
H24 -3.012 -6.851 4.686
H25 -2.562 -5.149 4.892
H26 -2.754 -5.778 2.466
H27 -5.036 -3.960 3.376
H28 -4.333 -3.996 1.764
H29 -3.364 -3.422 3.130
H30 -5.446 -6.332 3.099
C24 -9.644 -3.480 1.809
C25 -8.614 -3.432 2.927
C26 -8.042 -2.033 3.102
O5 -7.564 -4.365 2.672
H31 -9.185 -3.202 0.856
H32 -10.042 -4.489 1.699
H33 -10.472 -2.797 2.004
H34 -9.076 -3.755 3.861
H35 -7.535 -1.712 2.188
H36 -7.306 -2.017 3.906
H37 -8.826 -1.310 3.332
H38 -7.132 -4.108 1.849
C27 -0.069 6.112 -1.479
C28 0.489 5.759 -0.109
C29 1.994 5.979 -0.049
O6 0.183 4.403 0.209
H39 0.380 5.478 -2.250
H40 -1.147 5.944 -1.506
H41 0.127 7.155 -1.732
H42 0.001 6.365 0.654
H43 2.501 5.341 -0.781
H44 2.380 5.717 0.937
H45 2.253 7.018 -0.261
H46 0.605 3.851 -0.459
C30 3.979 -0.555 -4.963
C31 2.936 -0.820 -6.036
C32 3.074 0.151 -7.200
O7 1.625 -0.734 -5.478
H47 3.853 0.452 -4.556
H48 3.865 -1.256 -4.135
H49 4.992 -0.644 -5.359
H50 3.038 -1.842 -6.402
H51 2.929 1.179 -6.856
H52 2.318 -0.051 -7.958
H53 4.060 0.079 -7.662
H54 1.509 0.162 -5.145
C33 -3.023 5.395 -5.787
C34 -2.667 5.267 -4.314
C35 -2.433 3.817 -3.917
O8 -3.699 5.834 -3.507
H55 -3.947 4.853 -6.005
H56 -3.187 6.441 -6.050
H57 -2.231 4.996 -6.423
H58 -1.768 5.848 -4.105
H59 -3.337 3.223 -4.075
H60 -2.181 3.749 -2.857
H61 -1.623 3.373 -4.498
H62 -4.506 5.336 -3.671



No. 4
Formula: C35H63FeN8O
Source: the OMol25 dataset
Level of theory: ωB97M-V/def2-TZVPD

* E_HOMO (alpha / beta): -15.04 / -15.04 eV
* E_LUMO (alpha / beta): -5.672 / -8.460 eV
* energy relative to the best compared isomer or geometry (same formula, charge and spin): 0.0 kJ/mol
* charge: +2
* orbital gap (alpha / beta): 9.37 / 6.58 eV
* 2S+1: 6

Geometry (Å):
Fe1 -2.375 2.494 0.782
C1 0.335 -0.806 0.873
C2 0.396 0.702 0.729
C3 1.262 1.219 -0.417
O1 -0.765 1.330 0.970
H1 0.170 -1.114 1.905
H2 1.270 -1.264 0.550
H3 -0.442 -1.281 0.271
H4 1.010 1.043 1.614
H5 2.242 0.756 -0.351
H6 1.385 2.300 -0.414
H7 0.783 0.923 -1.350
C4 3.298 2.985 2.004
C5 4.761 2.859 1.610
C6 5.090 3.627 0.309
C7 6.293 3.235 -0.426
N1 7.268 2.988 -0.981
H8 2.965 3.920 2.463
H9 3.034 2.225 2.745
H10 2.612 2.866 1.161
H11 4.981 1.811 1.396
H12 5.362 3.220 2.440
H13 5.297 4.651 0.637
H14 4.252 3.634 -0.390
C8 -2.989 -3.106 -3.411
C9 -3.534 -1.854 -2.730
C10 -2.377 -0.930 -2.320
C11 -2.784 0.145 -1.438
N2 -3.020 0.934 -0.651
H15 -3.658 -3.613 -4.102
H16 -2.422 -3.754 -2.748
H17 -2.269 -2.729 -4.161
H18 -4.211 -2.091 -1.907
H19 -4.154 -1.350 -3.478
H20 -1.855 -0.609 -3.221
H21 -1.670 -1.541 -1.743
C12 1.806 -3.091 -1.898
C13 2.420 -3.666 -3.160
C14 1.410 -4.291 -4.137
C15 0.257 -5.008 -3.616
N3 -0.654 -5.576 -3.192
H22 1.050 -3.759 -1.488
H23 1.322 -2.122 -2.091
H24 2.561 -2.834 -1.150
H25 3.076 -4.492 -2.882
H26 3.057 -2.979 -3.713
H27 2.041 -4.983 -4.701
H28 1.006 -3.642 -4.918
C16 0.792 -2.845 5.857
C17 0.750 -1.360 6.246
C18 0.515 -0.361 5.122
C19 -0.031 0.918 5.591
N4 -0.485 1.902 5.929
H29 1.191 -3.373 6.716
H30 1.570 -2.926 5.082
H31 -0.110 -3.237 5.400
H32 1.576 -1.094 6.902
H33 -0.138 -1.274 6.887
H34 -0.299 -0.714 4.473
H35 1.375 -0.205 4.468
C20 -1.489 -4.187 1.175
C21 -2.101 -3.531 2.416
C22 -3.635 -3.461 2.326
C23 -4.068 -2.319 1.516
N5 -4.465 -1.469 0.827
H36 -0.466 -3.897 0.945
H37 -2.108 -4.023 0.288
H38 -1.510 -5.268 1.327
H39 -1.667 -2.530 2.488
H40 -1.843 -4.048 3.339
H41 -4.064 -3.363 3.322
H42 -4.020 -4.366 1.855
C24 -6.712 0.754 2.426
C25 -6.179 0.559 3.842
C26 -4.979 1.402 4.257
C27 -3.912 1.546 3.291
N6 -3.020 1.637 2.601
H43 -6.103 0.427 1.582
H44 -6.795 1.844 2.280
H45 -7.700 0.324 2.293
H46 -5.957 -0.514 3.891
H47 -6.972 0.717 4.568
H48 -4.550 1.140 5.226
H49 -5.379 2.415 4.407
C28 -1.296 5.893 -4.178
C29 -0.442 4.626 -4.090
C30 0.094 4.314 -2.700
C31 -0.906 3.872 -1.739
N7 -1.660 3.513 -0.973
H50 -1.917 6.033 -3.284
H51 -2.027 5.830 -4.978
H52 -0.648 6.767 -4.204
H53 0.390 4.609 -4.791
H54 -1.097 3.818 -4.429
H55 0.595 5.145 -2.188
H56 0.858 3.532 -2.753
C32 5.150 -0.041 -2.259
C33 5.213 1.301 -3.010
C34 4.561 1.223 -4.390
C35 3.096 1.170 -4.377
N8 1.944 1.116 -4.319
H57 5.331 -0.866 -2.952
H58 4.171 -0.296 -1.839
H59 5.877 0.013 -1.452
H60 6.270 1.488 -3.191
H61 4.833 2.064 -2.336
H62 4.833 0.286 -4.892
H63 4.873 1.987 -5.105



Number 1: E -3309.83800 hartree. Number 2: E -3456.11336 hartree. Number 3: E -2480.45579 hartree. Number 4: E -3147.75560 hartree.